This record from the Open Molecules 2025 dataset describes a cluster of 2 separate species, C2H8OSSi in total. The level of theory is wB97M-V/def2-TZVPD.

For the largest force on an atom, the calculation gives 3.9 eV/A. The charge is 0. For the energy relative to the best compared isomer or geometry (same formula, charge and spin), the calculation gives 3.754 eV. The orbital gap (spin up / spin down) is 5.615 / 7.617 eV. For the molar mass, the calculation gives 108.2 g/mol. As for the LUMO energy (spin up / spin down): 0.5 / -2.4 eV. The value obtained for the energy is -843.65270 a.u. Its multiplicity is 3.

```
13
Properties=species:S:1:pos:R:3:forces:R:3
S -1.5847 1.1876 1.0204 -1.65 1.67 -3.13
Si -2.2775 -0.8584 0.2292 0.03 -0.13 1.28
O -0.5515 0.7195 1.9652 1.88 -0.60 0.86
C 2.4994 0.4437 -0.2417 0.99 0.13 -2.07
C 1.5736 -0.3820 -0.7720 0.00 0.15 -0.59
H -1.7912 -0.6851 -1.1367 0.01 0.06 -0.23
H -0.8258 1.7398 -0.1558 -0.13 -0.16 1.77
H 3.5807 0.4385 -0.6984 -2.03 -0.38 1.41
H 2.2632 1.3439 0.3550 -0.05 -0.82 -0.22
H -3.6999 -0.7193 0.5705 0.01 -0.20 -0.18
H 0.4667 -0.1988 -0.6690 1.39 -0.39 0.35
H 1.8370 -1.2208 -1.4939 -0.19 1.24 1.08
H -1.4901 -1.8087 1.0272 -0.27 -0.57 -0.32
```
Positions in Å, forces in eV/Å.